(1)
The following is a quantum chemistry calculation of a 5-piece molecular cluster, C20H50O10 overall, from OMol25.

Properties
**2S+1**: 1
**Gap between HOMO and LUMO**: 10.002 eV
**SMILES string**: COCCOC.COCCOC.COCCOC.COCCOC.COCCOC
**Net charge**: 0
**Molar mass**: 450.6 g mol⁻¹
**ΔE to the lowest compared entry with this formula, charge and spin**: 5.686 eV
**DFT total energy**: -1544.08110 Eh
**E_LUMO**: 0.557 eV
**Maximum force**: 2.7 eV Å⁻¹

Cartesian coordinates (Å):
C 6.45 -0.50 -2.09
O 5.20 -0.96 -1.49
C 4.57 -2.19 -1.92
C 4.97 -3.33 -0.94
O 4.17 -3.31 0.28
C 4.29 -4.38 1.14
H 6.54 -0.33 -3.17
H 7.21 -1.24 -1.84
H 6.75 0.41 -1.58
H 4.95 -2.44 -2.91
H 3.49 -2.08 -2.02
H 6.05 -3.34 -0.77
H 4.94 -4.25 -1.52
H 5.23 -4.42 1.67
H 4.18 -5.28 0.53
H 3.48 -4.42 1.87
C -8.24 -4.76 -1.90
O -7.75 -4.97 -3.23
C -7.08 -6.25 -3.31
C -5.67 -6.25 -2.77
O -4.85 -7.17 -3.41
C -3.42 -6.99 -3.20
H -8.69 -3.77 -1.97
H -7.43 -4.62 -1.18
H -8.94 -5.52 -1.56
H -7.08 -6.56 -4.35
H -7.60 -7.02 -2.73
H -5.70 -6.43 -1.69
H -5.27 -5.24 -2.82
H -3.06 -6.01 -3.50
H -2.98 -7.72 -3.88
H -3.17 -7.24 -2.16
C 0.05 8.65 -3.01
O 0.70 7.76 -2.13
C 0.48 8.08 -0.76
C -0.56 7.13 -0.12
O -0.69 7.35 1.34
C -1.56 6.31 1.90
H 0.28 9.70 -2.84
H -1.02 8.45 -2.98
H 0.36 8.43 -4.03
H 0.35 9.15 -0.56
H 1.44 7.84 -0.32
H -0.17 6.12 -0.27
H -1.48 7.36 -0.67
H -1.54 6.58 2.95
H -1.22 5.28 1.81
H -2.57 6.44 1.51
C 0.65 1.46 5.50
O 2.01 1.41 5.76
C 2.78 2.63 5.55
C 3.58 2.53 4.20
O 2.61 2.47 3.04
C 3.18 2.91 1.82
H 0.19 2.41 5.76
H 0.12 0.72 6.09
H 0.53 1.25 4.44
H 3.41 2.66 6.44
H 2.23 3.57 5.68
H 4.35 1.77 4.34
H 4.08 3.50 4.13
H 3.58 3.93 1.72
H 2.43 2.75 1.05
H 3.98 2.21 1.58
C -1.21 0.32 -1.65
O -1.94 0.56 -0.46
C -1.28 0.09 0.74
C -0.79 -1.42 0.77
O -1.85 -2.30 0.42
C -1.37 -3.65 0.38
H -0.13 0.42 -1.55
H -1.57 0.93 -2.49
H -1.32 -0.76 -1.79
H -2.11 0.08 1.44
H -0.54 0.83 1.05
H -0.38 -1.73 1.73
H -0.02 -1.43 -0.01
H -0.57 -3.76 -0.35
H -2.09 -4.38 0.01
H -0.94 -4.05 1.30

---

(2)
The following is a quantum chemistry calculation of a 3-piece molecular cluster, C20H51N7O3P2 overall, from OMol25.

Properties
**2S+1**: 1
**Gap between HOMO and LUMO**: 6.105 eV
**SMILES string**: CN(C)P(=O)(N(C)C)N(C)C.CN(C)P(=O)(N(C)C)N(C)C.C#CCCCCOCCN
**Net charge**: 0
**Molar mass**: 499.6 g mol⁻¹
**ΔE to the lowest compared entry with this formula, charge and spin**: 9.804 eV
**DFT total energy**: -2083.71104 Eh
**E_LUMO**: -1.451 eV
**Maximum force**: 9.8 eV Å⁻¹

Cartesian coordinates (Å):
C -0.69 1.27 -7.34
N -0.28 1.91 -6.11
C -1.22 1.56 -5.04
P 0.60 3.35 -5.83
O 1.47 2.60 -4.79
N 2.04 3.54 -6.82
C 2.29 3.07 -8.17
C 3.34 3.35 -6.11
N -0.40 4.20 -7.02
C -1.73 4.56 -6.48
C -0.60 4.08 -8.46
H -1.68 1.60 -7.65
H -0.77 0.18 -7.20
H 0.01 1.40 -8.16
H -2.02 2.30 -4.94
H -0.71 1.48 -4.08
H -1.71 0.59 -5.21
H 1.80 2.13 -8.41
H 3.36 2.89 -8.38
H 2.07 3.84 -8.90
H 3.55 2.29 -5.96
H 3.35 3.88 -5.14
H 4.18 3.78 -6.68
H -2.43 3.72 -6.54
H -2.19 5.39 -7.03
H -1.65 4.88 -5.44
H -1.27 3.27 -8.75
H 0.29 3.99 -9.07
H -1.07 4.99 -8.85
C -3.04 -2.26 8.22
N -2.32 -2.63 7.03
C -2.50 -4.07 6.79
P -0.94 -1.96 6.28
O -1.65 -2.03 4.91
N -0.95 -0.21 6.14
C -1.57 0.78 7.02
C -1.17 0.33 4.77
N -0.12 -1.88 7.86
C 0.39 -3.20 8.29
C -0.37 -1.14 9.09
H -2.66 -2.78 9.10
H -4.10 -2.53 8.14
H -3.04 -1.19 8.42
H -1.68 -4.66 7.22
H -2.52 -4.29 5.72
H -3.43 -4.45 7.20
H -2.48 0.44 7.49
H -1.85 1.71 6.50
H -0.85 1.16 7.74
H -2.23 0.27 4.49
H -0.56 -0.20 4.02
H -0.87 1.39 4.68
H -0.40 -3.80 8.76
H 1.19 -3.11 9.03
H 0.80 -3.75 7.44
H -1.15 -1.57 9.72
H -0.57 -0.09 9.00
H 0.54 -1.15 9.71
C 2.33 -0.80 3.27
C 1.57 -1.88 2.74
C 0.68 -2.87 1.72
C -0.45 -1.97 0.87
C 0.22 -1.19 -0.43
C 0.04 -2.20 -1.71
O 0.36 -1.63 -3.03
C 1.59 -0.82 -3.02
C 2.93 -1.59 -2.46
N 3.65 -0.71 -1.41
H 2.73 0.27 3.63
H 1.36 -3.48 0.98
H 0.10 -3.64 2.40
H -1.03 -1.22 1.59
H -1.21 -2.78 0.43
H -0.30 -0.14 -0.62
H 1.35 -1.01 -0.14
H 0.67 -3.18 -1.50
H -1.12 -2.49 -1.74
H 1.39 0.24 -2.52
H 1.82 -0.57 -4.17
H 3.71 -1.66 -3.35
H 2.76 -2.69 -2.09
H 3.98 -1.29 -0.61
H 3.03 0.08 -1.10

---

(3)
The following is a quantum chemistry calculation of a 10-piece molecular cluster, C20H53F4N9O18S4 overall, from OMol25.

Properties
**2S+1**: 1
**Gap between HOMO and LUMO**: 7.277 eV
**Net charge**: +2
**Molar mass**: 911.9 g mol⁻¹
**ΔE to the lowest compared entry with this formula, charge and spin**: 0.000 eV
**DFT total energy**: -4632.34852 Eh
**E_LUMO**: -5.779 eV
**Maximum force**: 6.5 eV Å⁻¹

Cartesian coordinates (Å):
C 4.54 6.52 -5.50
C 4.22 6.71 -4.00
O 4.96 7.66 -3.30
H 4.31 5.48 -5.77
H 5.58 6.72 -5.78
H 3.86 7.18 -6.04
H 4.40 5.71 -3.53
H 3.15 6.90 -3.81
C 2.04 3.65 -5.66
C 0.58 3.67 -5.35
O -0.21 4.34 -5.90
N 0.07 2.74 -4.28
H 0.81 2.02 -4.34
H 0.30 3.02 -3.29
C -1.32 2.23 -4.51
H 2.60 4.04 -4.81
H 2.35 4.17 -6.56
H 2.34 2.60 -5.78
H -1.96 3.11 -4.46
H -1.55 1.52 -3.73
H -1.37 1.86 -5.53
C 7.41 2.19 -1.36
C 6.01 2.57 -1.77
O 5.34 3.41 -1.31
N 5.65 2.06 -3.18
H 6.03 1.14 -3.44
H 4.63 1.89 -3.22
C 6.03 3.10 -4.22
H 7.66 2.76 -0.47
H 8.11 2.60 -2.10
H 7.48 1.12 -1.19
H 7.10 3.21 -4.09
H 5.59 4.06 -3.95
H 5.73 2.73 -5.19
C 1.56 9.25 -5.91
C 0.16 9.72 -6.07
O -0.60 9.86 -5.22
N -0.39 9.83 -7.47
H 0.27 9.56 -8.26
H -1.18 9.19 -7.54
C -0.83 11.26 -7.76
H 1.64 9.07 -4.84
H 2.24 10.05 -6.19
H 1.82 8.29 -6.35
H 0.09 11.84 -7.72
H -1.53 11.64 -7.03
H -1.26 11.18 -8.75
C 5.48 10.73 -4.01
C 6.96 10.50 -3.94
O 7.72 11.38 -3.83
N 7.43 9.09 -3.80
H 6.66 8.43 -3.56
H 7.82 8.76 -4.70
C 8.47 8.97 -2.75
H 5.02 10.10 -4.77
H 5.24 11.78 -4.08
H 5.01 10.42 -3.06
H 9.33 9.58 -2.95
H 8.79 7.93 -2.66
H 8.02 9.16 -1.77
C 4.79 5.39 -8.81
C 6.20 5.43 -9.31
O 7.04 4.66 -9.01
N 6.58 6.66 -10.01
H 6.08 6.72 -10.91
H 6.27 7.49 -9.48
C 8.07 6.81 -10.23
H 4.50 4.41 -8.46
H 4.06 5.69 -9.56
H 4.85 6.14 -8.01
H 8.16 7.86 -10.50
H 8.35 6.11 -11.01
H 8.58 6.68 -9.29
C 1.91 9.20 -1.71
C 2.64 8.70 -0.50
O 2.17 8.56 0.54
N 4.08 8.38 -0.75
H 4.25 8.11 -1.77
H 4.69 9.19 -0.60
C 4.53 7.25 0.10
H 1.43 8.39 -2.27
H 2.62 9.70 -2.38
H 1.14 9.90 -1.39
H 3.84 6.41 -0.04
H 4.65 7.50 1.14
H 5.46 6.85 -0.33
N 0.01 3.52 -1.62
S -1.40 3.94 -1.10
O -2.25 4.49 -2.12
O -1.52 4.50 0.21
F -1.97 2.46 -0.92
S 0.80 4.97 -1.40
O 1.68 5.07 -0.27
O 0.09 6.11 -1.85
F 1.94 4.75 -2.55
N 1.19 9.02 -9.61
S 2.73 9.15 -9.27
O 3.04 10.19 -8.33
O 3.70 8.86 -10.28
F 2.85 7.79 -8.39
S 1.19 10.07 -10.94
O 1.77 9.64 -12.15
O 1.21 11.44 -10.52
F -0.38 9.83 -11.18
N 7.01 8.84 -7.57
O 7.26 7.63 -7.15
O 6.21 8.97 -8.56
O 7.55 9.83 -7.04

---

(4)
The following is a quantum chemistry calculation of C20H53Mn2N3O12S as an isolated structure, from OMol25.

Properties
**2S+1**: 11
**Gap between HOMO and LUMO (spin up / spin down)**: 9.009 / 8.508 eV
**Net charge**: +2
**Molar mass**: 669.6 g mol⁻¹
**ΔE to the lowest compared entry with this formula, charge and spin**: 0.000 eV
**DFT total energy**: -4560.71462 Eh
**E_LUMO (spin up / spin down)**: -4.840 / -5.342 eV
**Maximum force**: 1.6 eV Å⁻¹

Cartesian coordinates (Å):
Mn 16.59 9.25 -5.96
Mn 14.71 12.38 -1.62
S 15.91 10.19 -2.67
O 16.51 11.45 -2.14
O 16.35 9.97 -4.06
O 16.33 9.06 -1.84
O 14.44 10.39 -2.56
C 17.14 14.31 -1.16
O 15.89 13.82 -0.58
C 15.94 13.65 0.83
C 15.85 12.15 1.08
N 14.71 11.53 0.37
C 13.40 11.89 0.93
C 12.26 11.63 -0.02
O 12.57 12.19 -1.33
C 11.65 11.67 -2.31
H 17.92 13.59 -0.92
H 17.31 15.31 -0.77
H 17.00 14.46 -2.22
H 15.14 14.19 1.32
H 16.90 14.02 1.20
H 15.86 11.86 2.13
H 16.78 11.71 0.70
H 14.91 10.52 0.48
H 13.43 12.91 1.31
H 13.28 11.34 1.88
H 11.36 12.12 0.33
H 12.12 10.55 -0.15
H 12.04 10.73 -2.70
H 11.58 12.37 -3.14
H 10.66 11.56 -1.89
C 18.43 15.10 -8.02
O 19.02 14.52 -6.86
C 18.15 13.66 -6.15
C 17.79 12.39 -6.90
N 17.86 11.18 -6.02
C 19.25 10.69 -5.98
C 19.42 9.60 -4.95
O 18.57 8.50 -5.35
C 18.59 7.44 -4.37
H 19.06 15.95 -8.27
H 17.40 15.42 -7.85
H 18.47 14.38 -8.84
H 17.27 14.25 -5.87
H 18.72 13.45 -5.24
H 18.38 12.21 -7.79
H 16.77 12.51 -7.27
H 17.57 11.50 -5.10
H 19.92 11.51 -5.70
H 19.58 10.24 -6.92
H 19.26 9.86 -3.90
H 20.45 9.22 -5.01
H 18.13 7.78 -3.44
H 19.63 7.17 -4.16
H 18.13 6.57 -4.82
C 14.83 3.46 -4.53
O 15.12 4.80 -4.92
C 14.33 5.76 -4.28
C 15.05 7.07 -4.40
N 15.58 7.29 -5.76
C 14.49 7.41 -6.78
C 13.69 8.69 -6.68
O 14.52 9.79 -6.36
C 13.81 11.02 -6.25
H 15.04 3.31 -3.48
H 15.48 2.83 -5.13
H 13.79 3.21 -4.77
H 14.16 5.48 -3.23
H 13.33 5.81 -4.74
H 15.84 7.15 -3.65
H 14.42 7.90 -4.07
H 15.99 6.40 -6.05
H 13.82 6.55 -6.82
H 14.99 7.40 -7.75
H 12.81 8.62 -6.03
H 13.21 8.81 -7.66
H 12.87 10.99 -6.80
H 14.40 11.83 -6.68
H 13.68 11.25 -5.19
C 19.04 8.30 0.18
O 18.96 8.98 -1.04
H 18.21 8.56 0.86
H 18.93 7.21 0.07
H 19.95 8.55 0.71
H 18.03 9.07 -1.29
C 15.08 7.51 1.13
O 15.16 8.79 0.52
H 15.90 7.38 1.84
H 14.18 7.45 1.75
H 15.11 6.70 0.40
H 15.53 8.74 -0.37

---

Question: Which formula does entry 2 have?
Answer: C20H51N7O3P2